(1)
Molecular formula: C12H17CuN3O12
Method: DFT, ωB97M-V/def2-TZVPD

The geometry in ORCA input format:
```
! wB97M-V def2-TZVPD RIJCOSX def2/J DEFGRID3
* xyz -2 2
Cu 0.13 -0.32 -0.17
N 2.71 -1.21 2.01
O 3.28 -0.27 2.60
O 1.56 -1.06 1.53
O 3.28 -2.32 1.90
N -1.53 -1.23 -3.07
O -1.10 -1.27 -1.90
O -1.46 -2.24 -3.81
O -2.02 -0.17 -3.52
C -3.07 -1.44 2.54
C -2.16 -0.90 1.63
C -2.55 0.42 0.96
O -1.72 0.87 0.12
C -3.75 1.09 1.32
C -4.56 0.59 2.36
C -4.21 -0.74 2.97
O -5.00 -1.26 3.79
O -5.48 1.34 2.77
O -1.10 -1.44 1.22
H -2.90 -2.40 3.00
H -3.85 2.08 0.90
C 0.55 1.78 2.28
O 0.87 1.62 0.91
C 1.35 2.74 0.20
C 1.84 2.12 -1.12
N 0.88 1.13 -1.67
C 1.49 0.41 -2.80
C 2.03 -0.99 -2.43
O 1.47 -1.57 -1.29
C 1.86 -2.92 -1.11
H -0.21 2.56 2.39
H 1.47 2.07 2.79
H 0.16 0.85 2.68
H 2.08 3.31 0.77
H 0.44 3.34 0.08
H 2.82 1.69 -0.92
H 1.92 2.91 -1.88
H 0.24 1.76 -2.16
H 2.36 0.94 -3.22
H 0.88 0.43 -3.71
H 3.12 -0.84 -2.35
H 2.00 -1.66 -3.30
H 1.28 -3.42 -0.34
H 2.93 -2.94 -0.90
H 1.68 -3.44 -2.06
*
```

Max |F|: 3.5 eV Å⁻¹
Expectation value of S²: 0.752
Relative energy (zero: lowest compared OMol25 entry of this formula, charge and spin): 122.15 kJ/mol
HOMO-LUMO gap (alpha / beta): 0.2099 / 0.1994 hartree

Atomic partial charges in e from the natural (NBO) method, atoms 1 to 6: atom 1 (Cu): 1.55, atom 2 (N): 0.72, atom 3 (O): -0.55, atom 4 (O): -0.59, atom 5 (O): -0.55, atom 6 (N): 0.71

(2)
Molecular formula: C12H17CuN3O4
Method: DFT, ωB97M-V/def2-TZVPD

The geometry in ORCA input format:
```
! wB97M-V def2-TZVPD RIJCOSX def2/J DEFGRID3
* xyz 0 2
Cu -0.62 0.47 -0.02
N -1.33 1.42 1.83
C -1.17 2.87 1.60
C -1.37 3.19 0.11
O -1.92 4.24 -0.22
N -0.91 2.23 -0.70
C -1.33 2.20 -2.08
C -1.73 0.76 -2.49
O -2.17 0.55 -3.61
O -1.55 -0.15 -1.58
H -2.33 1.21 1.82
H -0.99 1.17 2.75
H -0.16 3.15 1.90
H -1.87 3.48 2.17
H -0.54 2.52 -2.76
H -2.18 2.87 -2.25
O 1.60 1.04 0.42
C 2.43 0.71 -0.70
C 2.64 -0.79 -0.79
C 1.39 -1.60 -1.20
C 0.63 -2.18 -0.04
C 0.82 -3.51 0.33
C 0.13 -4.03 1.41
C -0.76 -3.22 2.09
C -0.90 -1.91 1.67
N -0.23 -1.41 0.63
H 1.35 1.97 0.32
H 3.40 1.20 -0.58
H 1.96 1.08 -1.62
H 3.04 -1.16 0.16
H 3.41 -0.95 -1.54
H 1.70 -2.43 -1.84
H 0.70 -0.99 -1.78
H 1.51 -4.12 -0.23
H 0.26 -5.07 1.70
H -1.33 -3.58 2.93
H -1.58 -1.23 2.16
*
```

Max |F|: 0.7 eV Å⁻¹
Expectation value of S²: 0.753
Relative energy (zero: lowest compared OMol25 entry of this formula, charge and spin): 0.00 kJ/mol
HOMO-LUMO gap (alpha / beta): 0.2942 / 0.2948 hartree

Atomic partial charges in e from the natural (NBO) method, atoms 1 to 6: atom 1 (Cu): 1.37, atom 2 (N): -0.89, atom 3 (C): -0.31, atom 4 (C): 0.62, atom 5 (O): -0.65, atom 6 (N): -0.79

(3)
Molecular formula: C12H17N
Method: DFT, ωB97M-V/def2-TZVPD

The geometry in ORCA input format:
```
! wB97M-V def2-TZVPD RIJCOSX def2/J DEFGRID3
* xyz -1 2
C -0.56 -3.58 -0.82
C -1.13 0.07 -0.34
C -0.45 -1.01 -0.92
C -1.02 -2.21 -0.41
C -2.04 -1.86 0.45
C -0.81 1.40 -0.59
C 0.13 1.67 -1.65
C 0.87 0.61 -2.16
C 0.62 -0.72 -1.85
N -2.11 -0.45 0.47
H -1.31 2.23 -0.12
H 0.47 2.68 -1.83
H -2.89 0.09 0.78
H 1.66 0.82 -2.89
H -2.78 -2.37 1.04
H 1.18 -1.51 -2.33
H -0.55 -4.25 0.04
H 0.46 -3.51 -1.18
H -1.16 -3.99 -1.64
C 1.40 2.26 1.95
C 2.86 2.42 1.53
C 1.09 0.98 2.73
H 1.05 3.14 2.50
H 0.76 2.24 1.07
H 3.44 1.58 1.90
H 0.99 0.15 2.03
H 1.92 0.81 3.43
H 3.33 3.30 1.97
H 3.01 2.43 0.45
H 0.20 1.10 3.35
*
```

Max |F|: 1.1 eV Å⁻¹
Expectation value of S²: 0.771
Relative energy (zero: lowest compared OMol25 entry of this formula, charge and spin): 15.67 kJ/mol
HOMO-LUMO gap (alpha / beta): 0.1207 / 0.2449 hartree

Atomic partial charges in e from the natural (NBO) method, atoms 1 to 6: atom 1 (C): -0.62, atom 2 (C): 0.16, atom 3 (C): -0.14, atom 4 (C): -0.10, atom 5 (C): -0.19, atom 6 (C): -0.44

(4)
Molecular formula: C12H17N
Method: DFT, ωB97M-V/def2-TZVPD

The geometry in ORCA input format:
```
! wB97M-V def2-TZVPD RIJCOSX def2/J DEFGRID3
* xyz 0 1
C 0.92 -1.90 0.63
C 0.77 -0.52 0.11
C -0.42 0.28 0.56
C -0.30 1.51 1.08
N -1.52 2.00 1.48
C -2.43 1.01 1.15
C -3.81 1.09 1.25
C -4.52 0.08 0.72
C -3.98 -1.08 0.21
C -2.53 -1.18 0.08
C -1.82 -0.16 0.59
H 0.31 -2.69 -0.14
H 0.30 -1.97 1.47
H 1.85 -2.35 0.65
H 1.78 0.06 0.31
H 1.07 -0.62 -0.92
H 0.53 2.17 1.26
H -1.74 2.85 1.95
H -4.39 1.78 2.03
H -5.62 0.25 0.78
H -4.50 -1.89 -0.25
H -2.20 -2.09 -0.39
C 4.26 -0.17 -2.29
C 3.88 0.99 -1.28
H 3.29 -0.25 -2.79
H 5.17 -0.07 -2.95
H 4.23 -1.16 -1.81
H 3.34 1.76 -1.91
H 4.79 1.68 -1.00
H 3.28 0.59 -0.58
*
```

Max |F|: 7.1 eV Å⁻¹
Relative energy (zero: lowest compared OMol25 entry of this formula, charge and spin): 299.27 kJ/mol
SMILES: CCc1c[nH]c2ccccc12.CC
HOMO-LUMO gap: 0.3226 hartree

Atomic partial charges in e from the natural (NBO) method, atoms 1 to 6: atom 1 (C): -0.58, atom 2 (C): -0.43, atom 3 (C): -0.12, atom 4 (C): 0.00, atom 5 (N): -0.54, atom 6 (C): 0.13

(5)
Molecular formula: C12H17N
Method: DFT, ωB97M-V/def2-TZVPD

The geometry in ORCA input format:
```
! wB97M-V def2-TZVPD RIJCOSX def2/J DEFGRID3
* xyz 0 1
C -2.91 -2.46 0.26
C -1.56 -1.81 0.11
C -1.29 -0.52 -0.20
N 0.06 -0.29 0.01
C 0.69 -1.46 0.34
C 2.03 -1.78 0.49
C 2.33 -3.04 0.97
C 1.35 -4.04 1.12
C 0.04 -3.76 0.79
C -0.31 -2.46 0.39
H -2.93 -3.51 -0.01
H -3.62 -1.90 -0.36
H -3.23 -2.39 1.30
H -1.83 0.26 -0.71
H 0.59 0.47 -0.38
H 2.82 -1.05 0.34
H 3.35 -3.27 1.27
H 1.73 -5.00 1.40
H -0.76 -4.49 0.81
C -0.50 3.05 -0.09
C 0.13 4.40 -0.44
C 1.26 4.23 -1.50
H -0.10 2.58 0.80
H -0.52 2.37 -0.94
H -1.58 3.16 0.06
H -0.58 5.12 -0.83
H 0.64 4.88 0.39
H 1.65 3.23 -1.66
H 0.95 4.60 -2.48
H 2.10 4.87 -1.25
*
```

Max |F|: 2.0 eV Å⁻¹
Relative energy (zero: lowest compared OMol25 entry of this formula, charge and spin): 71.24 kJ/mol
SMILES: Cc1c[nH]c2ccccc12.CCC
HOMO-LUMO gap: 0.3172 hartree

Atomic partial charges in e from the natural (NBO) method, atoms 1 to 6: atom 1 (C): -0.63, atom 2 (C): -0.07, atom 3 (C): -0.04, atom 4 (N): -0.53, atom 5 (C): 0.14, atom 6 (C): -0.25

(6)
Molecular formula: C12H17N
Method: DFT, ωB97M-V/def2-TZVPD

The geometry in ORCA input format:
```
! wB97M-V def2-TZVPD RIJCOSX def2/J DEFGRID3
* xyz 0 1
C -1.86 0.89 2.12
C -0.63 1.51 1.58
C 0.26 2.17 2.32
N 1.27 2.70 1.40
C 0.96 2.36 0.08
C 1.13 3.05 -1.07
C 0.75 2.13 -2.19
C 0.23 0.90 -2.00
C -0.48 0.56 -0.78
C -0.18 1.39 0.23
H -1.99 -0.18 2.30
H -2.62 1.07 1.36
H -2.19 1.26 3.11
H 0.40 2.43 3.35
H 2.17 3.10 1.61
H 1.75 3.91 -1.17
H 1.12 2.42 -3.17
H 0.16 0.27 -2.90
H -1.23 -0.21 -0.84
C 0.12 -2.31 0.67
C -0.35 -3.19 -0.38
C 0.43 -3.33 -1.68
H 1.19 -2.48 0.89
H -0.52 -2.05 1.51
H 0.46 -1.29 0.35
H -0.74 -4.15 0.04
H -1.37 -2.84 -0.72
H -0.31 -3.64 -2.45
H 0.92 -2.35 -1.89
H 1.15 -4.13 -1.68
*
```

Max |F|: 4.6 eV Å⁻¹
Relative energy (zero: lowest compared OMol25 entry of this formula, charge and spin): 287.57 kJ/mol
SMILES: Cc1c[nH]c2ccccc12.CCC
HOMO-LUMO gap: 0.3188 hartree

Atomic partial charges in e from the natural (NBO) method, atoms 1 to 6: atom 1 (C): -0.64, atom 2 (C): -0.09, atom 3 (C): 0.00, atom 4 (N): -0.59, atom 5 (C): 0.19, atom 6 (C): -0.28

(7)
Molecular formula: C12H17N
Method: DFT, ωB97M-V/def2-TZVPD

The geometry in ORCA input format:
```
! wB97M-V def2-TZVPD RIJCOSX def2/J DEFGRID3
* xyz 0 1
C -1.34 -3.99 -0.91
C -0.12 -3.41 -0.35
C 1.11 -3.99 -0.21
N 1.99 -3.09 0.45
C 1.28 -1.91 0.64
C 1.47 -0.84 1.60
C 0.60 0.23 1.57
C -0.56 0.13 0.79
C -0.89 -1.00 0.07
C 0.01 -2.05 0.11
H -2.30 -3.55 -0.62
H -1.34 -5.09 -0.85
H -1.43 -3.78 -2.00
H 1.39 -5.02 -0.34
H 2.94 -3.11 0.78
H 2.41 -0.85 2.12
H 0.56 0.86 2.46
H -1.13 1.01 0.54
H -1.82 -0.98 -0.50
C 0.61 4.26 0.25
C 0.14 3.27 -0.83
C -1.38 3.45 -1.04
H -0.07 4.95 0.75
H 0.87 3.58 1.09
H 1.48 4.87 0.04
H 0.27 2.22 -0.58
H 0.57 3.47 -1.82
H -1.88 2.91 -0.22
H -1.83 2.95 -1.90
H -1.62 4.51 -1.08
*
```

Max |F|: 2.5 eV Å⁻¹
Relative energy (zero: lowest compared OMol25 entry of this formula, charge and spin): 158.19 kJ/mol
SMILES: Cc1c[nH]c2ccccc12.CCC
HOMO-LUMO gap: 0.3267 hartree

Atomic partial charges in e from the natural (NBO) method, atoms 1 to 6: atom 1 (C): -0.64, atom 2 (C): -0.08, atom 3 (C): -0.03, atom 4 (N): -0.54, atom 5 (C): 0.14, atom 6 (C): -0.22